(1)
Here is a structure of composition C15H28F6LuNO3P2 in a non-equilibrium geometry from OMol25. Energies are from ωB97M-V/def2-TZVPD.

For the HOMO energy (spin up / spin down), the calculation gives -7.334 / -4.530 eV. Its gap between HOMO and LUMO (spin up / spin down) is 7.5 / 4.7 eV. The total charge is 0. The LUMO energy (spin up / spin down) is 0.17 / 0.19 eV.

Atoms and positions in Å:
C (1.226, -1.310, -4.052)
C (1.188, -1.007, -2.709)
N (0.033, -0.763, -2.078)
C (-1.124, -0.971, -2.733)
C (-1.136, -1.543, -4.000)
C (0.058, -1.663, -4.715)
C (2.496, -0.986, -1.999)
P (2.490, -0.652, -0.186)
Lu (-0.361, -0.056, 0.284)
P (-3.033, 0.144, -0.620)
C (-2.515, -0.668, -2.164)
O (1.327, 4.263, -3.669)
O (0.129, 2.247, 0.185)
H (2.171, -1.242, -4.584)
H (-2.093, -1.870, -4.457)
H (0.067, -1.991, -5.757)
C (2.805, -2.277, 0.598)
C (3.883, 0.451, 0.217)
H (-3.023, -0.011, -2.927)
H (-3.043, -1.628, -2.113)
H (3.124, -0.249, -2.446)
H (2.989, -1.977, -2.054)
C (-3.164, -1.148, 0.625)
C (-4.298, 1.336, -0.649)
H (1.731, 4.535, 0.273)
H (-0.262, 2.773, -0.503)
H (1.663, 5.123, -3.954)
H (1.266, 3.691, -4.429)
H (-0.496, -1.923, 0.382)
H (-1.984, 1.082, -0.326)
H (3.892, -2.426, 0.779)
H (2.295, -2.330, 1.567)
H (2.406, -3.071, -0.048)
H (4.828, -0.104, 0.391)
H (4.018, 1.180, -0.595)
H (3.626, 1.004, 1.132)
H (-5.126, 0.973, -0.034)
H (-3.910, 2.265, -0.204)
H (-4.586, 1.551, -1.676)
H (-4.092, -0.970, 1.176)
H (-3.201, -2.104, 0.128)
H (-2.330, -1.175, 1.372)
C (-1.255, -0.341, 4.506)
C (-0.165, 0.201, 3.628)
O (-0.455, 0.078, 2.283)
C (0.112, 1.709, 3.964)
F (0.361, 1.811, 5.305)
F (1.165, 2.242, 3.305)
F (-0.979, 2.474, 3.687)
C (1.145, -0.602, 3.889)
F (1.501, -0.652, 5.194)
F (0.994, -1.901, 3.466)
F (2.205, -0.089, 3.195)
H (-2.174, 0.224, 4.344)
H (-0.960, -0.270, 5.554)
H (-1.434, -1.386, 4.253)

Taken from the Löwdin analysis, the atomic charges in e are: C -0.04; C -0.33; N 0.03; C -0.30; C -0.04; C -0.04; C -0.29; P 0.82; Lu 1.22; P 0.70; C -0.29; O -0.06; O -0.57; H 0.12; H 0.13; H 0.11; C -0.28; C -0.26; H 0.10; H 0.09; H 0.08; H 0.10; C -0.29; C -0.26; H 0.06; H -0.12; H 0.04; H 0.02; H -0.12; H -0.05; H 0.05; H 0.01; H 0.04; H 0.05; H 0.04; H 0.04; H 0.06; H 0.05; H 0.05; H 0.05; H 0.04; H -0.01; C 0.01; C -0.45; O -0.37; C -0.50; F 0.12; F 0.14; F 0.14; C -0.49; F 0.14; F 0.10; F 0.11; H 0.10; H 0.10; H 0.10

=====

(2)
Here is a structure of composition C15H28F6N3O2SbW from OMol25. Energies are from ωB97M-V/def2-TZVPD.

For the HOMO energy (spin up / spin down), the calculation gives -19.853 / -20.112 eV. Its gap between HOMO and LUMO (spin up / spin down) is 8.4 / 7.5 eV. The total charge is +3. The LUMO energy (spin up / spin down) is -11.44 / -12.57 eV. The relative energy (zero: lowest compared OMol25 entry of this formula, charge and spin) is 3.1 kJ/mol. The multiplicity is 2.

Atoms and positions in Å:
W (-0.223, -0.130, 0.377)
C (-2.344, -1.596, 3.080)
C (-1.516, -0.439, 2.659)
C (-2.099, 0.626, 1.936)
C (-1.399, 1.814, 1.650)
C (-2.126, 3.017, 1.150)
C (-0.015, 1.838, 1.905)
C (0.635, 0.756, 2.535)
C (2.081, 0.858, 2.919)
C (-0.132, -0.375, 2.875)
H (-2.910, -1.295, 3.971)
H (-1.748, -2.466, 3.351)
H (-3.073, -1.863, 2.315)
H (-3.143, 0.556, 1.647)
H (-2.393, 3.609, 2.035)
H (-3.073, 2.771, 0.666)
H (-1.519, 3.660, 0.515)
H (0.541, 2.730, 1.645)
H (2.125, 1.288, 3.925)
H (2.657, 1.526, 2.281)
H (2.578, -0.111, 2.979)
H (0.353, -1.207, 3.374)
N (-1.644, 0.761, -1.109)
C (-1.229, 1.149, -2.515)
C (-0.654, 2.549, -2.593)
C (0.503, 2.842, -1.640)
C (1.601, 1.781, -1.635)
N (1.638, 1.023, -0.324)
H (-2.300, -0.019, -1.206)
H (-2.196, 1.536, -0.745)
H (-2.128, 1.084, -3.129)
H (-0.545, 0.386, -2.873)
H (-1.442, 3.293, -2.451)
H (-0.315, 2.681, -3.623)
H (0.131, 2.967, -0.617)
H (0.926, 3.811, -1.906)
H (2.589, 2.220, -1.768)
H (1.477, 1.047, -2.426)
H (2.009, 1.667, 0.367)
H (2.360, 0.308, -0.445)
N (1.159, -1.827, 0.836)
C (0.425, -3.137, 0.737)
C (-1.047, -2.944, 0.399)
O (-1.832, -3.810, 0.276)
O (-1.416, -1.612, 0.303)
H (1.880, -1.815, 0.106)
H (1.665, -1.801, 1.716)
H (0.487, -3.682, 1.678)
H (0.870, -3.758, -0.040)
F (0.334, -0.834, -1.262)
Sb (2.710, -2.233, -2.976)
F (1.069, -2.523, -3.772)
F (2.322, -3.593, -1.760)
F (4.201, -2.940, -3.745)
F (3.120, -1.262, -1.371)
F (2.741, -0.543, -3.754)

Taken from the Löwdin analysis, the atomic charges in e are: W 1.90; C 0.04; C -0.24; C -0.01; C -0.28; C 0.02; C -0.05; C -0.31; C 0.02; C -0.03; H 0.14; H 0.11; H 0.12; H 0.17; H 0.14; H 0.11; H 0.10; H 0.16; H 0.14; H 0.10; H 0.10; H 0.16; N -0.02; C -0.16; C -0.16; C -0.16; C -0.16; N -0.05; H 0.13; H 0.09; H 0.15; H 0.11; H 0.13; H 0.14; H 0.07; H 0.14; H 0.15; H 0.09; H 0.09; H 0.07; N -0.02; C -0.04; C -0.50; O 0.24; O -0.24; H 0.07; H 0.11; H 0.16; H 0.13; F -0.36; Sb 1.65; F -0.29; F -0.30; F -0.24; F -0.35; F -0.30

=====

(3)
Here is a structure of composition C15H28N5O4PRbS2Se2 from OMol25. Energies are from ωB97M-V/def2-TZVPD.

For the HOMO energy, the calculation gives -3.916 eV. Its gap between HOMO and LUMO is 5.8 eV. The total charge is -1. The LUMO energy is 1.93 eV. The relative energy (zero: lowest compared OMol25 entry of this formula, charge and spin) is 0.0 kJ/mol.

Atoms and positions in Å:
Rb (0.665, 0.735, -0.662)
C (5.813, 3.426, -0.488)
S (5.172, 3.902, 1.135)
C (3.550, 3.109, 0.981)
S (3.501, 1.382, 0.944)
N (2.576, 3.943, 0.942)
N (1.357, 3.541, 0.536)
C (0.325, 4.058, 1.067)
C (-1.022, 3.917, 0.465)
C (-2.014, 4.807, 0.867)
C (-3.282, 4.698, 0.322)
C (-3.529, 3.697, -0.603)
C (-2.475, 2.869, -0.962)
N (-1.252, 2.975, -0.453)
H (6.893, 3.559, -0.459)
H (5.384, 4.053, -1.268)
H (5.583, 2.378, -0.671)
H (0.409, 4.701, 1.947)
H (-1.782, 5.582, 1.586)
H (-4.064, 5.389, 0.611)
H (-4.508, 3.561, -1.042)
H (-2.618, 2.081, -1.697)
O (-1.483, -5.853, -2.445)
C (-0.221, -5.220, -2.707)
C (-0.230, -3.778, -2.191)
C (1.091, -3.149, -2.641)
O (2.244, -3.899, -2.289)
C (-0.437, -3.821, -0.650)
Se (0.996, -3.104, 0.530)
C (-1.380, -3.041, -2.901)
Se (-1.777, -1.195, -2.312)
H (-1.390, -6.787, -2.651)
H (-0.019, -5.219, -3.786)
H (0.587, -5.759, -2.210)
H (1.148, -2.138, -2.233)
H (1.085, -3.074, -3.733)
H (2.291, -3.833, -1.316)
H (-0.568, -4.851, -0.332)
H (-1.356, -3.290, -0.407)
H (-2.300, -3.606, -2.787)
H (-1.156, -2.966, -3.966)
N (1.299, 1.037, 3.053)
C (0.683, -0.334, 2.998)
P (-1.110, 0.006, 2.826)
O (-1.726, 0.202, 4.165)
O (-1.115, 1.140, 1.804)
C (-1.847, -1.400, 1.908)
N (-2.544, -0.833, 0.705)
H (1.412, 1.358, 4.012)
H (0.636, 1.678, 2.582)
H (2.215, 1.127, 2.538)
H (0.911, -0.885, 3.905)
H (1.072, -0.886, 2.136)
H (-2.554, -1.929, 2.542)
H (-1.053, -2.089, 1.584)
H (-2.326, 0.175, 0.694)
H (-3.552, -0.943, 0.745)
H (-2.210, -1.206, -0.268)

Taken from the Löwdin analysis, the atomic charges in e are: Rb 0.54; C -0.43; S 0.74; C -1.12; S 0.47; N -0.10; N -0.04; C -0.12; C -0.28; C -0.03; C -0.07; C -0.06; C -0.13; N 0.04; H 0.02; H 0.03; H 0.00; H 0.12; H 0.11; H 0.10; H 0.10; H 0.10; O -0.07; C -0.22; C -0.57; C -0.29; O -0.13; C -0.55; Se 0.47; C -0.56; Se 0.42; H 0.08; H 0.13; H 0.12; H 0.06; H 0.12; H -0.04; H 0.04; H 0.01; H 0.05; H 0.05; N 0.08; C -0.21; P 0.39; O -0.35; O -0.43; C -0.21; N 0.06; H 0.15; H 0.09; H -0.03; H 0.10; H 0.00; H 0.10; H -0.02; H 0.08; H 0.14; H -0.08

=====

(4)
Here is a structure of composition C15H28NO2Y in a non-equilibrium geometry from OMol25. Energies are from ωB97M-V/def2-TZVPD.

For the HOMO energy (spin up / spin down), the calculation gives -14.802 / -14.995 eV. Its gap between HOMO and LUMO (spin up / spin down) is 6.4 / 5.6 eV. The total charge is +2. The LUMO energy (spin up / spin down) is -8.44 / -9.36 eV.

Atoms and positions in Å:
C (0.709, 2.111, -0.214)
H (1.171, 2.488, 0.710)
H (1.488, 2.092, -0.989)
H (1.606, 0.091, 1.075)
C (-0.456, 2.993, -0.655)
H (-1.157, 2.420, -1.296)
H (-1.045, 3.292, 0.228)
C (0.019, 4.243, -1.400)
H (-0.812, 4.866, -1.724)
H (0.654, 4.846, -0.754)
H (0.595, 3.974, -2.286)
C (-0.834, -2.054, -0.913)
C (-1.235, -0.991, -1.794)
C (-0.051, -0.385, -2.326)
C (1.077, -1.050, -1.756)
C (0.602, -2.074, -0.877)
C (1.439, -3.028, -0.100)
C (2.509, -0.748, -2.049)
C (0.008, 0.690, -3.357)
C (-2.643, -0.643, -2.138)
C (-1.746, -2.952, -0.147)
Y (-0.185, -0.050, 0.329)
H (3.139, -1.036, -1.198)
H (2.851, -1.306, -2.936)
H (2.640, 0.323, -2.255)
H (2.447, -2.622, 0.027)
H (0.999, -3.206, 0.886)
H (1.517, -3.986, -0.633)
H (-2.695, -2.442, 0.057)
H (-1.979, -3.882, -0.690)
H (-1.280, -3.233, 0.806)
H (-2.684, 0.373, -2.548)
H (-3.109, -1.323, -2.874)
H (-3.260, -0.673, -1.229)
H (0.842, 1.369, -3.148)
H (0.159, 0.292, -4.373)
H (-0.919, 1.268, -3.362)
N (-1.169, 0.439, 4.913)
C (-1.243, -0.996, 4.438)
C (-0.657, -0.921, 3.069)
O (0.307, -1.581, 2.636)
O (-1.222, 0.048, 2.410)
H (-0.193, 0.748, 4.956)
H (-1.576, 0.583, 5.838)
H (-1.660, 1.052, 4.224)
H (-0.762, -1.666, 5.153)
H (-2.297, -1.254, 4.329)

Taken from the Löwdin analysis, the atomic charges in e are: C -0.17; H 0.07; H 0.07; H 0.00; C -0.32; H 0.09; H 0.11; C -0.07; H 0.09; H 0.09; H 0.08; C -0.26; C -0.26; C -0.23; C -0.22; C -0.29; C -0.01; C 0.02; C 0.00; C 0.00; C 0.02; Y 1.48; H 0.09; H 0.13; H 0.09; H 0.09; H 0.07; H 0.12; H 0.09; H 0.13; H 0.09; H 0.09; H 0.12; H 0.09; H 0.08; H 0.12; H 0.08; N 0.20; C -0.02; C -0.64; O 0.01; O -0.19; H 0.18; H 0.18; H 0.18; H 0.16; H 0.15